(1)
Molecular formula: C40H78FN2O12P2
Method: DFT, wB97M-V/def2-TZVPD

Output
net charge = +1
strongest force on any atom = 0.1320 Eh/bohr
HOMO level = -10.0757 eV
LUMO level = -5.50 eV

Last column: Mulliken charge in e.
Atoms and positions in Å:
H -0.596 -4.292 -8.442  0.239
H -7.302 -6.101 1.429  0.174
C 4.932 1.329 4.899  0.640
N 1.559 5.047 0.577  0.422
N -2.586 2.547 -1.735  -0.427
H 6.769 2.350 2.357  -0.486
C 0.780 4.668 -1.885  -0.790
C -2.072 -2.654 -5.487  -0.959
H 6.151 4.801 0.477  0.473
H 6.601 -1.645 -0.208  0.350
C -0.036 5.365 2.615  -1.060
H 3.962 6.070 1.239  0.493
O -3.803 4.432 1.908  -0.221
H -3.601 -3.768 -3.521  0.214
H -8.820 -6.969 1.750  0.325
H 4.235 1.955 5.566  0.374
H -4.883 -2.117 -6.899  0.354
H 3.581 1.740 2.511  -0.793
P -5.226 1.644 1.649  1.028
H 7.877 3.320 1.210  0.487
C 0.421 4.909 -0.345  -0.026
C 4.062 5.738 2.332  -1.109
O -6.329 2.147 2.869  -0.554
H -6.880 1.352 3.065  0.349
H -4.066 -3.886 -8.452  0.335
C 6.264 0.883 5.745  -0.594
H -6.478 -11.048 1.991  0.386
H -2.195 -1.762 -4.864  0.308
H 2.035 1.016 4.773  0.357
H 4.556 6.630 2.886  0.282
H 4.508 3.654 3.000  -0.522
H 2.730 4.617 3.791  0.368
C 6.691 1.638 0.193  -0.712
H -1.661 -3.457 -4.872  0.262
H -5.704 -3.809 -0.622  0.352
H 2.516 4.999 0.176  0.064
O -5.646 -1.587 -1.973  -0.428
H 2.354 6.416 3.655  0.478
H 5.324 1.890 3.981  -0.697
H 6.010 1.067 6.847  0.262
H 5.870 1.995 -0.541  0.241
C 5.110 4.500 2.511  0.363
O -3.339 -3.072 -5.978  -0.199
C 2.570 0.370 3.984  -1.044
H 7.709 1.568 -0.323  0.309
C -7.758 -7.090 1.513  -0.645
H 0.681 6.913 -1.804  0.336
H 3.264 5.632 -2.407  0.137
O -2.182 -3.025 -8.692  -0.376
P -3.362 2.763 2.041  0.123
H 7.969 1.618 4.340  0.198
H -2.492 2.329 0.985  0.046
H 0.047 4.001 -2.453  0.533
H 3.032 -0.866 1.564  0.289
C 4.094 0.043 4.409  -0.608
H -3.340 -1.257 -7.005  0.384
C -4.782 -4.393 -0.625  -0.785
H -4.067 -9.294 0.392  0.378
C 2.572 1.176 2.579  1.098
C -4.611 -1.992 -2.868  -0.233
H -4.306 -1.563 -0.369  0.345
C 2.633 5.477 3.030  -0.520
H -5.118 -8.385 -0.717  0.222
H 2.803 7.420 -2.590  0.267
C 5.750 -0.910 0.043  -0.813
H 3.897 1.602 0.294  -0.960
H -1.369 -2.442 -6.296  0.510
H 3.057 0.195 -2.182  0.304
C 3.417 -0.173 -1.147  -0.873
C -1.687 -4.336 -8.450  -0.682
H 1.686 1.909 2.472  0.173
H 5.500 0.353 -1.907  0.264
H 0.304 6.235 -3.486  0.410
H -5.933 -0.944 -0.049  0.208
O -6.089 -9.677 0.537  -0.401
C -5.022 -8.768 0.301  -0.742
H -7.652 -7.603 0.554  0.318
H 6.453 -0.218 5.499  0.335
H -0.144 5.557 3.748  0.402
H 2.045 -0.633 3.804  0.312
C 2.461 0.102 1.349  -1.027
C 3.064 0.865 0.030  1.121
C -3.806 -2.248 -7.045  -0.502
C -1.049 5.007 0.136  0.385
H -8.335 -9.386 2.016  0.313
F 2.670 6.173 -4.371  -0.315
H -4.373 -4.397 0.388  0.295
H 4.120 -0.750 5.254  0.421
H 2.868 -1.181 -0.971  0.312
O -2.220 4.927 -0.687  -0.394
H -5.043 -7.923 0.992  0.327
H -4.010 -2.274 -9.179  0.392
O -2.964 6.177 3.241  -0.466
C -7.394 -9.189 2.542  -0.470
H -6.606 2.654 0.244  0.342
C -5.134 -0.986 -0.789  -0.519
H 8.364 1.520 6.140  0.377
H 5.048 -1.425 -2.010  0.380
H -5.310 -9.807 2.467  0.312
H 5.468 0.622 1.783  -0.481
C -2.339 3.668 -1.328  0.434
H 1.800 4.115 -1.904  0.242
H 1.333 -0.093 1.219  0.399
H 2.177 1.513 -0.358  0.029
C -1.302 5.222 1.690  0.571
C -3.574 -2.909 -8.401  -0.645
C 7.536 1.830 5.387  -0.942
O -7.109 -7.791 2.566  -0.391
H -4.959 -1.763 -3.881  0.143
C 2.537 6.348 -2.948  -0.175
C -6.244 -9.981 1.923  -0.478
H -2.009 -5.003 -9.254  0.336
C 6.830 2.834 1.311  0.084
H -2.023 -4.730 -7.489  0.268
H 4.784 3.555 0.475  -0.178
H -7.518 -9.507 3.581  0.372
C 1.418 5.275 1.996  0.541
C -2.761 5.301 2.348  0.320
C 5.000 -0.492 -1.317  -0.586
H -5.257 -4.068 -2.978  0.273
C 0.988 6.117 -2.578  -0.598
O -3.804 -3.844 -1.497  -0.401
C 6.228 0.311 0.975  0.382
C -4.347 -3.494 -2.770  -0.244
H -5.000 -5.423 -0.922  0.321
H 7.333 2.944 5.552  0.229
H 6.008 4.794 3.171  0.448
O -5.889 1.984 0.105  -0.494
O -4.889 0.123 1.761  -0.571
H 4.989 -1.525 0.671  0.234
C 5.674 3.956 1.091  -0.446
H -3.695 -1.418 -2.691  0.279
H 4.654 -0.439 3.519  0.217
H -4.798 0.032 -1.005  0.111
H 7.162 -0.066 1.557  0.490

=====

(2)
Molecular formula: C40H82N3O14
Method: DFT, wB97M-V/def2-TZVPD

Output
net charge = +1
strongest force on any atom = 0.0412 Eh/bohr
HOMO level = -11.9162 eV
LUMO level = -2.74 eV

Last column: Mulliken charge in e.
Atoms and positions in Å:
C 1.364 2.821 9.153  -1.099
C 5.801 -2.009 4.943  -0.645
C 1.689 0.053 7.941  0.729
O 5.127 -4.060 9.350  -0.291
H -2.228 3.676 -3.120  0.378
H 5.317 -1.044 5.105  0.271
C 4.315 0.041 -1.646  -0.793
O -5.694 6.384 -8.445  -0.349
C -3.520 -1.772 1.653  -0.943
O 6.605 -3.059 8.149  -0.202
C -1.670 1.614 -4.450  -1.743
H 2.845 2.832 -0.898  0.261
H -4.830 -2.623 0.135  0.392
C -4.043 -1.791 -5.133  0.628
C 2.980 -0.221 -2.372  -0.508
C -3.215 3.315 -3.404  -1.070
O 7.308 -4.567 9.673  -0.570
H -5.756 -0.860 -5.914  0.573
C -2.451 -2.754 1.134  -1.063
H -4.852 3.817 -4.668  0.250
H 0.205 -1.885 -4.898  0.460
H 3.582 2.400 -2.449  0.291
H -3.792 1.847 -4.859  0.344
H 3.053 0.146 -3.393  0.413
H 0.773 3.524 9.740  0.351
H -0.741 -1.698 0.343  0.447
H 6.874 -1.843 4.984  0.287
H -6.264 -0.312 -3.904  0.477
C 4.998 -4.384 11.773  -1.134
N -5.368 0.098 -4.123  -0.323
H 2.096 3.379 8.568  0.291
O 7.909 -1.951 2.831  -0.582
O -6.475 4.494 -9.409  -0.550
C 4.754 -4.970 10.400  -0.208
C -0.120 -3.376 -3.360  -1.290
H 5.955 -3.546 3.444  0.324
H -4.619 6.005 -10.180  0.317
H 1.904 2.171 9.838  0.319
H -3.520 6.368 -3.835  0.322
N -3.508 0.917 -2.986  0.094
H -1.727 -2.135 -2.616  -0.794
O -6.791 4.981 -7.230  -0.318
H -3.772 0.201 -0.299  0.170
H -5.836 -0.937 -2.014  0.398
O 2.407 -0.612 7.036  -0.320
C -6.336 5.224 -8.466  0.763
H -6.586 -0.795 0.243  0.430
H -5.544 0.044 1.383  0.380
C -4.902 -1.948 0.986  -0.598
H -1.219 2.528 -4.826  0.515
H -7.769 3.653 -6.063  0.209
C 4.375 1.275 -0.747  -0.183
H -5.192 1.146 -0.677  0.324
H 2.178 0.327 -1.877  0.191
H 7.934 -2.137 6.941  0.145
H 5.083 0.136 -2.413  0.242
C -6.239 7.376 -10.618  -1.103
O 7.050 -0.651 1.204  -0.216
H -2.158 -3.827 -2.800  0.478
H -6.953 6.604 -10.897  0.313
H 4.357 -2.816 3.546  0.339
C -1.602 -2.246 -0.036  0.691
H -3.617 -1.950 2.724  0.473
C -1.125 -3.389 -0.969  -1.086
H 8.475 -2.272 8.623  0.321
H -5.583 -2.355 1.729  0.375
C 5.424 -2.608 3.603  -0.430
H 4.561 -0.834 -1.046  0.352
H -6.785 8.176 -10.116  0.297
C 0.462 2.020 8.240  -0.161
C 8.377 -0.171 0.954  -0.735
C -4.874 -0.536 -5.371  -0.628
H 4.461 3.378 -1.293  0.414
H 8.322 0.399 0.031  0.202
C 6.435 -3.954 9.123  0.656
H -1.645 -4.294 -0.662  0.431
C -3.938 4.302 -4.327  -0.168
H -0.087 2.684 7.575  0.278
H -4.447 7.601 -9.454  0.290
C 2.640 -1.726 -2.464  -0.413
O -4.562 -2.843 -4.918  -0.493
O 1.506 -0.284 9.080  -0.555
O 1.206 1.155 7.365  -0.385
H -2.952 -3.660 0.794  0.451
H -3.171 -0.743 1.545  0.499
H 4.485 -3.427 11.874  0.289
H 9.073 -0.997 0.835  0.328
H 8.702 0.477 1.765  0.337
H -3.299 4.507 -5.184  0.302
C -5.544 -0.626 0.521  -1.300
H -1.806 -3.046 1.961  0.363
H 3.556 -2.274 6.742  0.163
H 4.628 -5.064 12.540  0.383
H 0.631 -3.934 -2.802  0.739
C 7.969 -2.786 7.809  -0.658
C -4.265 5.617 -3.593  -1.332
C -4.569 0.151 -2.998  -0.290
C 0.529 -2.087 -3.877  0.045
H -5.791 7.775 -11.527  0.361
C -1.365 -3.158 -2.471  0.789
H 2.357 -3.155 -4.030  0.422
C 3.772 2.543 -1.388  -1.215
C -3.109 1.894 -4.023  0.232
C -7.569 3.788 -7.123  -0.701
H 5.279 -5.916 10.265  0.312
H 3.868 1.070 0.193  0.307
C -5.163 6.824 -9.710  -0.187
H -5.252 5.975 -3.864  0.358
H 0.175 -1.255 -3.261  -0.006
H 6.060 -4.218 11.946  0.317
H -0.064 -3.573 -0.811  0.435
H 8.506 -3.697 7.556  0.355
H -7.022 2.930 -7.510  0.290
H -2.274 -1.443 -4.424  0.049
H -2.905 0.879 -2.177  0.430
H 5.532 -2.677 5.761  0.125
O 5.682 -1.713 2.501  -0.315
H 3.548 -2.300 -2.302  0.524
C 3.077 -1.763 7.570  -0.695
C 2.058 -2.126 -3.827  -1.481
C -4.825 0.124 -0.576  -0.366
H 2.379 -2.438 8.058  0.401
O -2.699 -1.639 -5.269  -0.428
H -0.263 1.433 8.805  0.314
H 3.841 -1.446 8.276  0.346
H -3.794 3.247 -2.481  0.366
N -4.884 -0.604 -1.891  0.130
H 3.692 -5.150 10.248  0.310
C 6.971 -1.498 2.230  0.706
H -0.413 -4.010 -4.194  0.306
H 5.430 1.456 -0.556  0.113
H -1.087 1.340 -3.569  0.540
H -4.244 5.453 -2.518  0.407
H -8.509 3.898 -7.658  0.368
H -2.206 -1.545 -0.619  -0.882
H -1.585 0.824 -5.187  0.326
H -4.335 0.164 -6.002  0.332
H 1.931 -1.973 -1.671  0.186
H 2.482 -1.494 -4.603  0.555

=====

(3)
Molecular formula: C40H84BN4O24S4
Method: DFT, wB97M-V/def2-TZVPD

Output
net charge = -1
strongest force on any atom = 0.0295 Eh/bohr
HOMO level = -6.7748 eV
LUMO level = 1.87 eV

Last column: Mulliken charge in e.
Atoms and positions in Å:
H -2.713 -9.049 -5.662  0.372
H -3.855 2.268 4.272  0.242
H 5.131 0.015 -1.654  -0.136
C -1.448 -7.399 -5.062  -0.215
H -0.244 -3.278 -4.459  -0.134
C -3.398 5.003 6.993  -0.274
H -6.433 -3.453 2.271  0.267
N -2.737 0.295 -5.484  0.071
H 2.840 -5.125 -5.777  0.256
H 0.945 3.660 -2.618  -0.139
O 1.206 5.441 -0.788  -0.303
H -0.665 -7.804 -5.706  0.313
C -2.565 6.186 -3.354  -1.066
C 6.107 -0.466 -1.632  -0.627
H 2.401 -1.034 3.273  0.368
C -1.677 1.280 -5.419  -0.507
H -1.626 -3.587 -5.473  0.210
O 1.889 -3.667 1.466  -0.713
H -0.007 -3.488 -6.195  0.340
C -3.631 4.225 8.279  -1.014
N 3.974 -3.434 -5.476  0.221
H 2.826 -3.805 4.697  0.291
H -2.804 -1.216 0.036  0.049
H 0.680 -3.290 -1.840  0.121
H 2.617 3.558 -3.185  0.333
C -0.918 2.306 0.693  0.041
C 8.077 -0.850 -3.021  -1.095
H -2.049 -0.911 4.901  0.167
C -5.459 -4.160 4.037  -1.163
C -4.027 0.637 -5.694  0.160
O 1.955 5.220 1.320  -0.544
H -5.945 -2.153 3.296  0.339
H 1.087 -2.176 3.531  0.553
C 3.593 -4.475 -6.246  0.277
H -3.316 6.284 -2.571  0.284
H -5.511 -5.185 3.673  0.331
H 4.110 -2.552 4.397  0.357
H -1.220 -7.773 -4.059  0.278
C -5.623 -3.131 2.936  -0.245
C 0.722 3.220 3.524  0.299
C -0.368 -5.307 -5.133  0.406
C -2.357 -0.974 -4.883  -0.890
H 3.790 -3.312 -0.586  0.549
H -0.178 6.302 2.038  0.290
O -1.790 4.507 4.902  -0.598
H 0.486 -4.618 -0.735  0.558
H -4.038 5.886 6.967  0.282
H 8.491 -0.740 -4.021  0.333
H -0.605 -0.570 5.946  -0.034
O 1.682 1.090 -1.174  -0.990
H 3.862 -3.201 6.014  0.383
H -4.350 -0.230 6.199  0.257
O -3.270 3.936 -4.600  -0.652
H -0.933 -1.637 7.752  0.333
C -0.162 6.276 0.950  -0.940
O -0.330 2.271 -0.485  0.402
H 3.318 -1.731 -1.179  -0.158
O -1.532 3.216 1.158  -0.578
C -3.699 0.120 7.005  -0.635
O 1.206 -2.101 6.476  -0.661
H 3.372 4.808 5.275  0.372
H 5.769 -2.494 -5.042  0.234
H 3.876 -1.921 0.470  0.445
C 1.212 -3.891 -1.098  -1.201
O 0.128 0.253 0.579  0.030
H 4.063 -2.936 -3.435  0.228
C -3.457 3.163 3.797  -0.485
H -1.471 1.497 -4.362  -0.198
C -2.889 4.025 4.893  0.744
C 3.327 -3.150 -4.215  -0.734
C 1.896 4.201 -2.687  -0.772
H -0.201 7.289 0.561  0.402
H -2.948 6.655 -4.262  0.397
C 2.269 4.588 -1.275  -0.011
O 2.857 0.121 -2.845  -0.544
O 4.060 -4.736 -7.343  -0.653
H -2.933 -1.863 -5.117  0.396
H -4.115 1.701 -5.971  0.255
H -4.505 -4.012 4.542  0.302
H -3.175 3.237 8.219  0.205
H 8.724 -0.272 -2.354  0.347
H -1.615 0.742 5.404  0.002
C -2.794 -7.979 -5.472  -1.212
H -4.216 -0.055 7.947  0.337
O 6.598 0.413 -5.063  -0.626
N -2.394 -0.458 6.943  0.242
H 2.575 5.100 3.687  0.152
H -3.639 1.215 6.948  -0.006
O 0.713 -5.824 -5.025  -0.615
S 1.627 -2.797 0.284  0.968
B 0.300 0.975 -0.681  0.876
H -1.995 2.220 -5.863  0.486
C 5.049 -2.538 -5.864  -0.929
H 1.690 5.060 -3.328  0.361
S -2.164 4.485 -3.775  0.602
C 3.358 -2.938 5.082  -1.010
H 5.492 -2.893 -6.788  0.346
H 0.929 -0.436 3.977  -0.305
H 0.289 4.213 3.561  0.294
H 2.091 -4.384 -1.501  0.342
H -1.334 -1.172 -5.190  0.232
C 3.055 4.365 4.331  -0.786
H -1.650 4.257 -1.416  -0.104
H -1.001 5.657 0.627  0.116
C -2.358 3.826 -2.115  -0.446
C 1.100 5.552 0.542  0.766
H 6.712 0.107 -0.915  0.401
H 3.938 4.017 3.797  0.296
C 1.870 0.263 -2.187  0.262
H 5.043 0.459 -3.744  0.484
O -1.086 0.586 2.442  -0.277
C -4.241 -1.968 1.411  0.365
H -3.371 4.084 -1.785  0.682
C -1.635 -0.309 5.711  -0.319
H -1.671 6.738 -3.059  0.346
H -2.313 -1.435 1.770  -0.176
H 2.799 -4.033 -3.836  0.140
C 3.273 -2.390 -0.309  -1.031
H -3.557 -7.848 -4.703  0.300
O -1.522 -5.989 -5.138  -0.259
S 2.273 -1.580 5.574  0.543
H -3.159 -7.464 -6.363  0.317
O -5.139 -1.224 1.138  -0.610
H -0.786 0.903 -5.917  0.277
H 2.573 -2.362 -4.288  0.262
H 1.170 3.076 2.538  0.023
C -1.875 -1.125 8.001  0.175
H -6.287 -4.037 4.738  0.356
H -3.204 4.760 9.127  0.375
O -4.964 -0.124 -5.613  -0.607
C -0.580 -3.833 -5.336  -0.069
H -4.697 4.095 8.474  0.284
H 6.071 -1.475 -1.216  0.289
O -4.393 -3.029 2.225  -0.239
C -2.826 -1.866 0.906  0.023
H 4.683 -1.517 -5.996  0.315
H 0.002 2.420 3.689  -0.506
H -2.367 2.742 -2.205  -0.035
C -0.644 0.946 1.397  0.308
O -3.781 4.201 5.882  -0.332
H -2.688 2.959 3.061  -0.198
O -0.401 0.192 -1.757  -0.505
H -2.356 5.310 6.943  0.295
H 3.204 5.151 -1.285  0.487
H -2.369 -0.836 -3.796  0.312
H -4.303 3.683 3.347  0.489
H 2.342 3.725 -0.621  0.065
C 1.587 -1.302 3.951  -0.547
C 0.502 -0.369 -2.530  0.715
N 6.711 -0.397 -2.940  0.240
H -2.404 -2.827 0.626  0.378
O 0.324 -1.141 -3.422  -0.491
O 2.680 1.739 4.624  -0.636
C 6.085 0.199 -3.984  0.027
H 8.144 -1.914 -2.773  0.346
O -2.389 -1.170 9.103  -0.628
S 1.944 3.020 4.828  0.420

=====

Question: Number 1 is which compound?
Answer: C40H78FN2O12P2

=====

Question: Among the records above, which one has the lowest HOMO level?
Answer: C40H82N3O14